Record 1
An isolated ion of composition C5H11N2OS and charge +1 at a distorted geometry, computed with wB97M-V/def2-TZVPD.

gap between HOMO and LUMO = 9.014 eV
energy above the lowest of the compared OMol25 structures with the same formula, charge and spin = 25.9 kcal per mole
strongest force on any atom = 4.75 eV Å⁻¹
multiplicity = 1
net charge = +1
E = -21218.69223 eV

CARTESIAN COORDINATES (ANGSTROEM)
C1 -0.19294 1.00005 1.43676
H1 3.71055 -1.09543 0.81709
H2 -1.95311 -2.61854 1.52139
H3 -2.88688 -1.32793 -0.54604
H4 2.01586 0.04456 1.84684
H5 -0.74014 1.67886 0.83408
H6 0.97202 -0.50243 -1.33204
S1 -1.53072 -1.40121 1.26772
C2 2.89664 -0.80810 0.10306
H7 -1.56727 0.70750 -0.99824
H8 -0.82801 0.45132 2.11870
H9 0.68237 1.52841 1.88641
C3 0.57081 0.05509 0.49865
N1 1.85254 -0.09779 0.84628
H10 -1.38443 -2.30535 -0.94970
H11 -1.10873 -0.59423 -2.31626
C4 -1.76732 -1.44270 -0.56370
C5 -1.11329 -0.31292 -1.23634
N2 0.20870 -0.20072 -0.75194
O1 2.98809 -1.07512 -1.08976

Mulliken population analysis, charges in e, atoms 1 to 6: atom 1 (C): -1.163, atom 2 (H): 0.328, atom 3 (H): 0.188, atom 4 (H): 0.394, atom 5 (H): 0.270, atom 6 (H): 0.387

Record 2
C54H69AsBMgN7P2S4 as an isolated structure at a distorted geometry, computed with wB97M-V/def2-TZVPD.

gap between HOMO and LUMO = 7.118 eV
energy above the lowest of the compared OMol25 structures with the same formula, charge and spin = 28.5 kcal per mole
strongest force on any atom = 1.08 eV Å⁻¹
multiplicity = 1
net charge = +2
E = -196420.47025 eV

CARTESIAN COORDINATES (ANGSTROEM)
C1 1.08947 -0.55374 4.69402
H1 -3.49604 2.38883 4.95359
H2 0.12198 -6.13563 -3.72761
C2 -2.99269 -3.74909 4.42365
C3 -1.52897 -5.89899 -2.32196
H3 -1.14984 2.35622 -7.41026
C4 0.07127 4.80059 -5.91973
Mg1 0.58420 1.68626 -0.27173
C5 -2.69483 -1.16092 -3.62240
C6 -3.03628 -6.21181 -2.27766
C7 -1.66107 3.49512 4.77500
H4 -0.39792 5.21470 -6.81219
H5 1.99430 -4.52189 1.71833
H6 1.33266 -5.17138 0.21067
H7 -0.14965 1.44602 -6.24465
H8 2.36978 -6.18050 1.23469
H9 3.91489 6.43027 4.44895
C8 -1.98819 -2.15061 -2.74436
C9 -0.82607 -6.69930 -1.23060
H10 2.31526 6.00056 -0.78871
C10 -3.96816 3.35187 0.27353
H11 -1.92295 1.35672 -6.15339
C11 -1.10864 1.84767 2.61951
C12 -4.40952 4.40724 1.05645
H12 -3.54488 3.46299 -4.86356
H13 -1.87669 4.13860 5.62061
H14 -3.42039 -2.74372 4.48332
H15 -3.57117 -5.81849 -3.14577
C13 4.38174 3.07926 4.56620
H16 -0.97023 -2.28515 4.88115
C14 -3.53465 5.43049 1.41618
H17 -0.88909 -7.76117 -1.47582
H18 2.99089 -5.77754 -1.72777
S1 2.43858 0.93090 -1.77944
C15 4.57624 4.42649 4.83970
H19 -1.53263 6.19081 1.27525
C16 -2.83654 4.20721 -5.21662
H20 -2.31911 -3.89498 5.27120
C17 3.81593 -5.68384 -1.01564
N1 0.25028 -2.01179 1.33968
C18 0.87618 -1.22273 2.24622
H21 -4.06872 -4.74754 2.09413
H22 -1.09949 -5.56290 2.16417
C19 -2.06861 -3.48293 -2.94107
C20 -1.34122 -4.40243 -2.12647
H23 -2.37536 -6.16006 3.25006
N2 -0.77400 -2.86005 1.60962
C21 2.21054 -5.16822 0.85848
H24 3.24818 1.62851 3.46940
P1 -0.02574 4.22483 -0.30121
H25 4.79554 -0.07227 -3.16939
P2 1.27875 3.09862 1.93024
C22 1.63263 7.49748 -2.13966
H26 5.23530 -3.02717 -1.28163
H27 -3.07310 4.49570 -6.24097
H28 0.22698 -6.43298 -1.14057
H29 -2.86983 -4.05921 0.97833
H30 4.46080 -3.81198 1.85107
C23 -0.60077 -2.19182 3.86759
C24 3.46637 -4.70470 0.11637
H31 -3.88737 6.25608 2.02270
H32 -2.67302 -3.86636 -3.75525
H33 -2.30756 2.50584 -0.78644
H34 -3.18331 -0.38577 -3.03555
H35 6.00893 -1.14365 -2.42803
C25 -1.19973 -2.96060 2.82776
C26 3.39058 2.68183 3.68050
C27 3.25433 -3.33534 -0.47891
H36 -3.49778 -5.80475 -1.37386
H37 -3.80973 -4.46282 4.53781
C28 4.63847 -4.59638 1.11038
H38 1.63480 5.22753 1.00196
C29 5.13745 -0.52080 -2.23652
H39 5.58673 -4.39056 0.60746
H40 0.70791 8.85967 -3.50965
H41 -0.90195 1.18016 1.78712
C30 0.22952 5.72089 -1.30004
C31 2.75183 -0.67493 -1.35572
C32 -0.82564 6.20143 -2.07584
C33 -2.30088 1.68784 3.31680
H42 -1.78664 5.70664 -2.03800
C34 3.77047 5.37937 4.23404
H43 -4.65211 2.56407 -0.01796
N3 -0.49095 -3.97077 -1.24390
C35 -0.19425 2.83236 2.97954
H44 5.42341 0.30680 -1.58294
H45 1.07646 0.51164 4.46616
B1 0.68481 -2.18400 -0.10776
H46 1.02449 4.34765 -6.17618
S2 -0.47399 2.89856 -3.22736
C36 4.25822 -2.57988 -1.14767
C37 -0.48168 3.65922 4.06573
C38 0.57691 7.97639 -2.89834
H47 0.21849 4.43372 4.35593
H48 4.00883 -6.66858 -0.58688
C39 -2.57203 2.50979 4.39973
H49 -5.44008 4.43833 1.38973
C40 -2.64262 3.31403 -0.14311
N4 1.87431 -1.46839 -0.76837
C41 -3.34114 -3.94379 1.95632
N5 2.11054 -2.73397 -0.38194
H50 -3.17853 -7.29402 -2.26968
C42 -1.76191 4.32919 0.21979
H51 5.00701 2.33364 5.04026
C43 -2.21619 5.39697 0.99382
C44 4.04491 -1.30881 -1.58596
H52 4.74128 -5.54603 1.63776
N6 -0.38819 -2.62565 -1.07542
C45 2.77105 4.98901 3.35522
H53 -0.90360 -5.44498 3.92375
H54 -1.30528 -6.54575 -0.25946
C46 2.57371 3.63626 3.07366
H55 -3.88147 -2.99200 1.96741
As1 -1.06953 3.46514 -5.14988
H56 -3.42963 -1.66362 -4.25064
C47 -1.07534 1.99620 -6.38407
H57 -2.87317 5.07927 -4.56816
N7 0.86569 4.58263 1.13043
S3 -1.18276 -0.06105 -1.21506
C48 0.42310 -1.34165 3.60973
H58 2.13948 -0.84514 4.78368
H59 -3.01097 0.92538 3.01346
C49 1.46135 6.36816 -1.34708
H60 4.71209 -5.37769 -1.56221
H61 0.22726 5.58024 -5.17860
H62 2.12879 5.74591 2.92253
H63 -1.47967 7.70886 -3.44861
C50 -0.96001 -6.29071 -3.69508
H64 0.59067 -0.72272 5.64855
H65 2.59171 7.99920 -2.16006
C51 -1.14548 -1.69555 -1.67127
H66 5.35290 4.73482 5.52700
H67 -1.41227 -5.71545 -4.50823
S4 2.08333 -0.13289 1.78287
H68 -1.96320 -0.66215 -4.26377
C52 -2.30116 -3.99388 3.08154
C53 -0.65178 7.32741 -2.86440
H69 -1.15890 -7.34678 -3.88732
C54 -1.62608 -5.37668 3.10357

Mulliken population analysis, charges in e, atoms 1 to 6: atom 1 (C): -1.557, atom 2 (H): 0.431, atom 3 (H): 0.316, atom 4 (C): -2.148, atom 5 (C): 1.844, atom 6 (H): 0.421

Record 3
C45H46N10O5S2Sc as an isolated structure at a distorted geometry, computed with wB97M-V/def2-TZVPD.

gap between HOMO and LUMO = 7.331 eV
energy above the lowest of the compared OMol25 structures with the same formula, charge and spin = 0.8 kcal per mole
strongest force on any atom = 1.03 eV Å⁻¹
multiplicity = 1
net charge = +1
E = -114921.63881 eV

CARTESIAN COORDINATES (ANGSTROEM)
H1 1.08685 2.35962 5.23567
H2 1.43352 -1.46545 3.38228
C1 2.21075 -1.16619 -4.09150
H3 2.42716 -2.95945 -5.25047
Sc1 0.25127 0.11721 0.15488
N1 1.35179 -1.42752 -1.87917
H4 4.07624 -0.15513 -0.40765
H5 -1.01380 2.97992 6.71289
N2 2.71347 -1.39241 0.46284
H6 -2.24836 -0.92967 6.64048
C2 -1.57912 -1.54396 -4.94075
C3 3.92018 -1.14162 0.01895
H7 -2.71340 3.39408 3.61950
C4 -5.89209 3.00139 0.28315
C5 -1.59456 -1.19733 -2.48240
H8 -3.35518 -3.65473 -3.61200
H9 -3.69972 -1.92010 -3.77819
H10 -0.70894 -1.32202 -5.56198
H11 -4.26945 -2.80336 -2.36250
H12 1.59352 -4.41185 -3.39588
C6 0.64701 1.72288 3.24077
H13 -6.43149 2.68597 -0.61522
C7 4.77222 -3.26905 0.70485
C8 0.35557 2.34652 4.43745
N3 -1.74208 1.88269 0.01500
C9 1.61900 2.89989 -0.17217
C10 -3.87108 2.23193 -1.03022
H14 -0.11805 -4.25698 2.46653
H15 5.94312 -1.80623 -0.32303
H16 0.10357 -0.82996 7.39581
C11 3.18421 -4.76836 1.90424
H17 1.67268 -5.89631 2.88268
C12 2.13038 -2.53261 -4.30131
H18 -5.93347 4.09143 0.32849
C13 4.78208 2.28273 -4.41777
H19 -1.54753 -2.59755 -4.68245
H20 5.56851 -3.99868 0.78765
H21 -0.42840 0.75801 -4.76384
C14 1.29267 -2.73670 -2.08391
H22 -2.14271 -4.19565 -1.31247
C15 3.49371 -3.56989 1.22469
H23 -2.47463 -1.33615 -5.53187
H24 -2.84734 4.35358 6.71855
H25 -1.15719 -2.89312 -0.62932
C16 -1.21100 0.68575 -4.00718
C17 -2.52823 1.90164 -1.05552
C18 -0.69222 -1.38715 3.68149
H26 3.96252 -5.50482 2.05987
C19 -2.29062 2.22777 1.18637
C20 -3.62893 2.57904 1.30130
N4 1.16490 1.21700 -1.57637
C21 -3.44688 -2.70849 -3.07510
C22 1.81004 -0.64592 -2.86145
C23 4.98014 -2.06382 0.09644
C24 -1.44325 -1.03049 5.92466
C25 4.22852 3.43570 -4.95378
H27 2.57201 -0.50447 -4.86576
N5 1.45860 4.17195 0.27413
H28 1.04690 3.06318 -3.86515
C26 2.88106 3.70913 -4.76320
H29 -2.89835 -2.87620 -0.40122
C27 -2.10033 -3.12606 -1.10137
O1 -2.01363 -2.85320 2.00347
C28 2.64963 1.69858 -3.45400
H30 1.94158 -1.09652 5.77081
C29 1.84512 0.80444 -2.59106
C30 1.66410 -3.33959 -3.27664
C31 0.63052 -1.32746 4.09287
C32 -0.12168 -0.97983 6.34740
H31 -4.06547 2.83159 2.25655
O2 -1.68972 -0.50074 1.38577
H32 2.09357 4.46803 0.99280
C33 -4.44547 2.58528 0.18109
C34 0.91267 -1.13310 5.43691
C35 -1.38855 2.25208 2.35728
H33 2.44336 4.59707 -5.20024
H34 4.84353 4.11723 -5.52655
C36 1.91209 -4.98344 2.35333
C37 2.48344 -2.59773 1.03875
H35 -2.06131 1.65803 -1.99780
O3 -6.52275 2.54860 1.46277
C38 -1.23541 3.65047 5.87426
C39 1.15059 -2.86538 1.46794
C40 0.88674 -4.04620 2.12834
C41 3.99594 1.41431 -3.67844
O4 -1.11476 -0.55170 -1.52126
C42 -1.73426 -1.24537 4.58732
H36 -2.75569 -1.32175 4.23556
H37 4.43357 0.51469 -3.26134
N6 -0.19624 1.66060 2.21165
H38 -4.45846 2.21237 -1.93952
C43 -1.75754 2.90345 3.52665
S1 -1.13206 -1.72086 1.98387
N7 0.22881 -1.85638 1.17008
H39 -6.65085 1.59661 1.41334
H40 0.93772 -3.33594 -1.25155
N8 1.10570 2.55857 -1.31460
C44 2.09601 2.85153 -4.01116
N9 -2.22361 -2.39592 -2.34687
O5 -2.59598 4.02305 5.85260
C45 -0.87957 2.95254 4.59528
H41 -2.09592 1.21097 -4.37785
S2 2.54115 1.78662 0.77685
H42 -0.58666 4.52950 5.97888
H43 1.61503 1.27368 3.09084
N10 -1.52570 -0.71185 -3.75083
H44 5.82771 2.05865 -4.58270
H45 -0.86026 1.15816 -3.09956
H46 1.14719 4.87276 -0.38070

Mulliken population analysis, charges in e, atoms 1 to 6: atom 1 (H): 0.480, atom 2 (H): 0.347, atom 3 (C): -0.719, atom 4 (H): 0.461, atom 5 (Sc): -0.836, atom 6 (N): 1.391

Record 4
One molecule with the formula C4H6N2O2 at a distorted geometry, computed with wB97M-V/def2-TZVPD.

gap between HOMO and LUMO = 10.220 eV
energy above the lowest of the compared OMol25 structures with the same formula, charge and spin = 26.5 kcal per mole
strongest force on any atom = 1.46 eV Å⁻¹
multiplicity = 1
net charge = 0
E = -11319.89227 eV

CARTESIAN COORDINATES (ANGSTROEM)
H1 -0.32838 1.10829 -2.15680
N1 -0.01383 -1.14527 -0.17637
H2 -1.11291 -1.42732 -1.82312
N2 0.76611 0.06948 1.66346
C1 -0.30697 -0.84807 -1.35679
C2 0.91370 -0.73793 0.69814
C3 0.33277 0.22368 -2.17670
H3 -1.84152 0.71441 3.13477
O1 -1.13534 0.13049 2.82700
O2 -0.51338 1.95959 1.69084
H4 1.29463 0.51101 -1.76906
C4 -0.32238 0.81053 1.99114
H5 1.85481 -1.28777 0.65351
H6 0.41268 -0.08111 -3.20003

Mulliken population analysis, charges in e, atoms 1 to 6: atom 1 (H): 0.261, atom 2 (N): -0.409, atom 3 (H): 0.400, atom 4 (N): -0.418, atom 5 (C): 0.138, atom 6 (C): 0.009

Record 5
One molecule with the formula C21H25N5O3S2 at a distorted geometry, computed with wB97M-V/def2-TZVPD.

gap between HOMO and LUMO = 8.764 eV
energy above the lowest of the compared OMol25 structures with the same formula, charge and spin = 56.5 kcal per mole
strongest force on any atom = 1.80 eV Å⁻¹
multiplicity = 1
net charge = 0
E = -57444.31433 eV

CARTESIAN COORDINATES (ANGSTROEM)
S1 0.06282 5.75460 2.29495
H1 -4.10785 1.11732 -2.72032
O1 0.41884 1.61338 -2.48972
H2 -4.27255 1.02049 -0.25533
H3 1.17244 1.68786 -0.43249
N1 1.17422 -0.67219 0.64198
N2 1.06091 -1.61100 1.59604
C1 0.59451 1.32135 -3.85879
C2 -0.50990 3.06917 2.12465
H4 -0.60477 2.12214 2.65833
H5 -0.63819 4.21568 3.95310
C3 -3.22190 1.21669 -2.11092
H6 1.17900 6.09187 0.23240
H7 1.98536 -6.29423 0.20886
H8 2.23136 -4.31522 -1.27516
C4 -2.17111 1.29215 0.03300
S2 0.62610 -1.98953 -1.61310
O2 -0.61363 -1.27203 -1.70862
H9 0.22439 0.31966 -4.09298
C5 0.39876 -3.45222 -0.62452
N3 0.43235 2.88552 1.03427
C6 1.09242 5.23120 0.89287
C7 0.01620 4.12042 3.08919
H10 0.10302 2.06367 -4.49485
H11 0.14781 -6.50523 2.96796
N4 0.36753 -1.12260 2.53198
C8 0.46265 4.05208 0.16808
H12 2.69010 -1.56080 -0.44311
H13 -1.46847 -2.77270 0.13186
C9 -0.03889 -6.81835 1.94112
H14 -1.73108 -4.74194 1.63122
C10 -0.86258 -4.65309 0.99655
C11 1.37859 -4.42388 -0.62347
C12 -0.93723 1.48423 -0.56429
H15 -1.50065 3.38766 1.76022
H16 1.02693 3.87570 3.41575
C13 -3.31660 1.16797 -0.73396
C14 0.11276 -5.64689 1.02361
C15 1.79609 -0.95772 -0.59061
H17 2.00470 -0.05801 -1.16562
H18 1.66950 1.35958 -4.03214
C16 -0.72369 -3.55201 0.17374
H19 -2.23054 1.21412 1.10772
C17 0.48432 0.42130 1.08117
C18 -0.83945 1.49053 -1.96233
H20 2.07516 4.96212 1.28140
C19 0.32922 1.65194 0.26768
H21 -1.05084 -7.21484 1.89455
H22 1.06751 3.82137 -0.71338
N5 -0.01118 0.11742 2.25894
C20 1.22783 -5.52470 0.20037
H23 -1.93832 1.36657 -3.80245
H24 -0.54822 4.33227 -0.17462
H25 0.66340 -7.60846 1.68986
C21 -1.99164 1.36647 -2.72591
O3 1.32823 -2.28946 -2.83137

Mulliken population analysis, charges in e, atoms 1 to 6: atom 1 (S): -0.181, atom 2 (H): 0.412, atom 3 (O): -0.316, atom 4 (H): 0.412, atom 5 (H): 0.966, atom 6 (N): 0.733

Record 6
C22H31BN6ORe as an isolated structure at a distorted geometry, computed with wB97M-V/def2-TZVPD.

gap between HOMO and LUMO (spin up / spin down) = 4.347 / 4.695 eV
energy above the lowest of the compared OMol25 structures with the same formula, charge and spin = 3.1 kcal per mole
strongest force on any atom = 2.46 eV Å⁻¹
multiplicity = 4
net charge = +4
E = -37065.31021 eV

CARTESIAN COORDINATES (ANGSTROEM)
H1 -1.45360 2.63082 4.41114
H2 -0.38280 2.87850 -0.77768
N1 -0.73642 -0.87557 -2.75675
C1 -2.01512 0.65860 -1.75141
H3 0.52840 -5.43971 0.12232
H4 1.15343 -3.95576 3.47582
H5 3.60234 -4.24513 2.80929
C2 1.74816 0.06533 2.71453
H6 -0.15345 4.21422 2.81061
H7 0.84423 1.59857 -0.42262
C3 2.70466 -0.87972 3.18962
H8 4.49300 1.18571 5.23048
C4 0.49846 -4.44582 -0.28066
C5 0.37404 -3.25879 0.44222
H9 0.24706 -3.05924 1.50117
H10 4.43846 0.65680 -3.73481
H11 -0.80149 1.01605 4.72358
H12 4.54995 -1.11239 4.28271
C6 2.66324 -0.65639 -3.76664
C7 2.52100 -2.36139 2.90486
C8 3.18111 0.50567 -1.89841
C9 3.72797 -0.43913 4.02815
H13 1.55351 -2.81322 4.78788
N2 0.39333 -2.21756 -0.45860
H14 -0.01608 2.43727 5.43244
H15 2.51139 2.62639 4.81837
C10 -0.52945 2.05858 4.54167
C11 3.58438 0.25207 -3.21207
O1 1.04662 -0.16637 1.59496
B1 0.47513 -1.82024 -2.94176
C12 2.60845 1.67012 4.30200
N3 2.02912 -0.23105 -1.62078
C13 0.56196 -4.10710 -1.63217
C14 3.75665 -3.22235 3.18238
H16 -0.77548 1.94518 0.70939
H17 2.26843 -2.45673 1.84010
H18 -0.19899 1.84838 2.44577
N4 -0.92186 -0.15253 -1.55192
C15 -2.48763 0.46263 -3.05148
H19 -3.31750 0.94477 -3.52484
H20 4.64768 -2.81590 2.69077
H21 3.60369 1.17851 -1.16170
H22 0.60326 -4.70427 -2.53335
H23 -1.66219 -0.98335 -4.60204
C16 0.05078 2.29366 0.05371
H24 1.16235 4.09241 3.99607
C17 3.69397 0.84340 4.57095
H25 -2.36036 1.32020 -0.97281
C18 0.36768 2.17917 3.31413
C19 1.60255 1.29177 3.41492
C20 0.73672 3.64183 3.09334
H26 3.93927 -3.28531 4.26496
H27 0.43000 -2.40106 -3.98382
H28 2.57439 -1.11776 -4.75413
Re1 0.65569 -0.23509 -0.25470
N5 1.76190 -0.97634 -2.82805
H29 0.67282 2.96723 0.65526
H30 0.43297 -2.31851 3.50133
N6 0.49970 -2.77851 -1.74414
C21 1.33872 -2.89984 3.71251
H31 1.47170 3.73388 2.29132
C22 -1.66435 -0.49506 -3.63827

Mulliken population analysis, charges in e, atoms 1 to 6: atom 1 (H): 0.446, atom 2 (H): 0.483, atom 3 (N): 0.177, atom 4 (C): -0.155, atom 5 (H): 0.493, atom 6 (H): 0.456